DFT (ωB97M-V with the def2-TZVPD basis set) results for a structure of composition C48H35BrN3O3RhS4 at a distorted geometry.

Geometry (Å):
1 Rh -1.310308 1.669262 -1.394810
2 C 4.334587 2.583988 -2.731120
3 C 3.415458 2.459277 -1.547469
4 C 3.188523 3.537731 -0.696836
5 C 2.344553 3.422251 0.396212
6 C 1.725004 2.211068 0.659089
7 C 1.966327 1.116579 -0.152856
8 C 2.790739 1.250182 -1.257989
9 S 0.660542 2.119845 2.122645
10 O -0.504030 1.194970 1.947493
11 C 1.870674 1.071231 2.899993
12 C 2.953920 1.772895 3.484077
13 C 4.086824 1.121368 3.844438
14 C 4.228184 -0.255637 3.538979
15 C 5.451314 -0.928401 3.777968
16 C 5.616373 -2.230983 3.412740
17 C 4.559418 -2.915628 2.778224
18 C 3.357992 -2.302182 2.569727
19 C 3.140932 -0.954124 2.966661
20 C 1.877284 -0.283182 2.733943
21 C 0.748612 -1.241081 2.436949
22 C 0.507189 -2.098088 3.588990
23 C 0.762553 -1.631750 4.905916
24 C 0.527124 -2.422906 5.994033
25 C 0.054208 -3.741131 5.833372
26 C -0.200831 -4.217729 4.580991
27 C 0.000693 -3.402546 3.442414
28 C -0.256852 -3.873193 2.133067
29 C -0.211898 -3.005748 1.095125
30 C 0.170394 -1.639616 1.248274
31 S -0.486190 -0.770461 -0.306496
32 O -0.040436 -1.652291 -1.402834
33 C -2.162033 -1.306477 0.135356
34 C -2.880217 -0.712248 1.159988
35 C -4.167283 -1.159492 1.416547
36 C -4.741981 -2.187020 0.672290
37 C -6.148935 -2.639958 0.948968
38 C -3.988522 -2.768959 -0.342742
39 C -2.704032 -2.330936 -0.619677
40 H 4.470994 3.626299 -3.017792
41 H 3.944236 2.040610 -3.591774
42 H 5.319192 2.170729 -2.502220
43 H 3.666437 4.488718 -0.902001
44 H 2.154033 4.280476 1.028586
45 H 1.533804 0.151397 0.070003
46 H 2.951207 0.393558 -1.902104
47 H 2.854399 2.841113 3.639462
48 H 4.904091 1.646536 4.323179
49 H 6.260133 -0.376457 4.241671
50 H 6.557030 -2.735237 3.591124
51 H 4.702120 -3.936495 2.448567
52 H 2.568090 -2.846266 2.070323
53 H 1.122360 -0.622218 5.052486
54 H 0.702872 -2.032370 6.987962
55 H -0.105680 -4.367677 6.701106
56 H -0.569245 -5.225974 4.434658
57 H -0.539820 -4.906649 1.975435
58 H -0.476116 -3.338347 0.101672
59 H -2.439526 0.079824 1.751047
60 H -4.734156 -0.704699 2.221368
61 H -6.346651 -2.682120 2.020351
62 H -6.335646 -3.626868 0.527361
63 H -6.871528 -1.949218 0.509091
64 H -4.415699 -3.571815 -0.932514
65 H -2.126601 -2.759354 -1.429878
66 S -2.694099 0.260901 -2.555199
67 C -1.707465 -0.514720 -3.768756
68 C -2.204593 -1.551388 -4.547954
69 C -1.401816 -2.147989 -5.512291
70 C -1.938850 -3.214967 -6.309313
71 N -2.376737 -4.060650 -6.952328
72 C -0.083761 -1.707900 -5.693793
73 C 0.413971 -0.676941 -4.905579
74 C -0.395398 -0.084181 -3.950360
75 S 0.222136 1.210236 -2.941458
76 C 0.769145 -2.313923 -6.676486
77 N 1.462383 -2.800407 -7.453189
78 H -3.218222 -1.902042 -4.402842
79 H 1.438422 -0.353255 -5.035443
80 Br -4.175857 2.630294 -0.616310
81 C -3.399278 3.540263 -2.063636
82 C -4.064309 4.617243 -2.620043
83 C -3.438823 5.317660 -3.633544
84 C -2.180345 4.912131 -4.048267
85 C -1.594134 3.817770 -3.449916
86 N -2.201201 3.127339 -2.473814
87 H -5.038201 4.892380 -2.244768
88 H -3.924523 6.172060 -4.085126
89 H -1.647196 5.430757 -4.831433
90 H -0.627014 3.444139 -3.751314
91 C -1.067812 4.637145 -0.245762
92 O -0.732187 3.295298 -0.280627
93 H -2.145139 4.833254 -0.358044
94 H -0.543024 5.231805 -1.011121
95 H -0.792280 5.061314 0.729908

Forces on the atoms, in the same order (eV/Å):
Rh -0.339 1.353 -0.558
C -0.009 0.005 0.009
C 0.025 0.013 0.068
C 0.001 0.017 -0.028
C -0.125 0.018 -0.012
C -0.163 0.142 -0.049
C 0.304 0.030 0.036
C 0.208 -0.034 0.182
S -0.382 -0.638 -0.017
O 0.054 0.406 -0.491
C 0.330 0.275 0.145
C 0.002 0.000 0.000
C 0.003 -0.033 -0.001
C 0.018 0.044 0.025
C -0.019 0.030 0.004
C -0.010 -0.034 -0.025
C 0.033 0.006 0.017
C -0.107 0.035 0.069
C -0.105 -0.063 -0.060
C 0.105 0.012 -0.228
C -0.055 -0.073 0.064
C 0.060 0.100 -0.021
C 0.061 0.023 -0.062
C -0.018 -0.023 0.017
C 0.018 0.024 0.003
C -0.002 0.010 -0.020
C -0.019 -0.061 -0.021
C 0.014 -0.033 0.007
C -0.052 0.088 0.043
C 0.035 -0.223 -0.015
S -0.508 -0.449 0.930
O 0.039 0.246 -0.193
C 0.006 0.045 -0.187
C 0.081 0.087 -0.028
C -0.038 0.009 0.023
C 0.024 0.013 0.016
C -0.008 -0.006 0.007
C 0.026 -0.028 -0.024
C -0.118 0.036 0.002
H 0.000 0.002 0.001
H -0.017 -0.013 -0.009
H -0.003 -0.005 -0.004
H 0.003 -0.001 0.000
H -0.048 0.015 0.010
H 0.355 0.205 0.073
H 0.003 0.012 0.036
H 0.007 -0.003 -0.009
H 0.007 -0.002 -0.011
H 0.000 -0.002 0.000
H 0.002 0.002 -0.007
H -0.001 -0.002 0.006
H -0.026 -0.019 0.018
H 0.020 0.000 -0.014
H 0.011 -0.005 -0.001
H -0.012 0.005 0.002
H -0.008 0.003 0.004
H 0.007 0.001 -0.002
H 0.035 -0.035 0.025
H 0.041 0.037 0.019
H 0.005 -0.002 0.000
H 0.004 0.002 -0.001
H -0.001 0.000 0.001
H 0.003 0.001 -0.003
H -0.005 0.005 0.001
H 0.002 0.006 -0.001
S -0.059 -0.444 -0.126
C -0.035 0.041 0.054
C 0.031 0.007 -0.005
C -0.064 -0.024 0.018
C 0.066 0.020 -0.054
N -0.031 -0.010 0.033
C 0.061 0.018 -0.017
C -0.033 -0.019 -0.001
C -0.078 0.104 0.017
S 0.085 -0.131 -0.306
C -0.043 -0.068 0.026
N 0.021 0.038 -0.014
H -0.004 0.008 -0.011
H 0.004 0.012 -0.019
Br 0.084 -0.093 0.041
C -0.129 -0.025 -0.003
C 0.005 -0.022 -0.037
C 0.018 -0.016 0.004
C -0.026 0.003 -0.028
C 0.040 -0.141 -0.080
N -0.035 0.187 0.257
H 0.001 0.000 0.000
H -0.003 -0.005 -0.005
H -0.002 0.001 0.002
H 0.018 0.035 0.044
C 0.049 -0.038 -0.208
O 0.314 -1.026 0.715
H -0.026 0.042 -0.009
H -0.022 0.004 -0.035
H 0.039 -0.036 -0.017

Values from the calculation:
- Largest force on an atom: 1.502 eV/Å
- ΔE to the lowest compared entry with this formula, charge and spin: 1.576 eV
- Electronic energy: -177345.6408 eV
- Spin multiplicity: 1
- HOMO: -7.53 eV